Version P
{"formula": "C3H10N3O", "method": "ωB97M-V with the def2-TZVPD basis set", "species": ["C", "N", "O", "H", "H", "H", "C", "C", "N", "N", "H", "H", "H", "H", "H", "H", "H"], "xyz": [[-1.458, -1.294, -0.397], [-2.537, -0.668, 0.131], [-0.898, -1.088, -1.495], [-0.989, -1.972, 0.295], [-3.003, -1.013, 0.980], [-3.035, 0.029, -0.455], [0.844, 0.631, 0.955], [1.687, 0.934, -0.055], [1.484, 0.277, -1.373], [0.890, 1.180, 2.229], [-0.023, 0.002, 0.879], [2.620, 1.539, 0.019], [2.122, -0.422, -1.711], [0.516, -0.161, -1.422], [1.428, 1.051, -2.008], [1.633, 1.878, 2.444], [0.608, 0.615, 3.010]], "total_charge": 1, "gap_ev": 10.112}

=====

Version Q
{"formula": "C3H10N3O", "method": "ωB97M-V with the def2-TZVPD basis set", "species": ["C", "C", "C", "N", "N", "N", "O", "H", "H", "H", "H", "H", "H", "H", "H", "H", "H"], "xyz": [[-0.992, -1.582, 0.622], [-1.361, 1.195, -0.505], [-0.189, 0.309, -0.830], [1.536, 1.198, 1.055], [-0.165, -0.945, -0.388], [0.819, -1.834, -0.739], [-1.926, -1.096, 1.153], [-0.769, -2.634, 0.759], [-1.853, 1.113, 0.528], [-2.179, 0.950, -1.122], [-1.018, 2.144, -0.767], [0.596, 0.547, -1.652], [0.952, 2.031, 1.010], [2.516, 1.444, 1.039], [1.013, -1.657, -1.718], [1.724, -1.803, -0.282], [1.294, 0.621, 1.837]], "total_charge": 1, "gap_ev": 9.131}

=====

Which of them is most stable, and which least? Most stable: version P; least stable: version Q.

=====

Version P
{"formula": "CN2O2S", "method": "ωB97M-V with the def2-TZVPD basis set", "species": ["C", "N", "N", "O", "O", "S"], "xyz": [[1.162, 0.002, 0.028], [0.412, -0.936, 0.021], [-0.893, -1.138, -0.067], [2.078, 0.681, 0.028], [-0.919, 1.279, -0.067], [-1.839, 0.113, 0.058]], "gap_ev": 8.665}

=====

Version Q
{"formula": "CN2O2S", "method": "ωB97M-V with the def2-TZVPD basis set", "species": ["N", "C", "O", "S", "N", "O"], "xyz": [[1.618, 1.412, 1.302], [0.839, 1.111, 0.519], [-0.100, 0.794, -0.259], [-0.613, -0.844, -0.750], [-0.215, -2.048, -0.087], [-1.573, -0.602, -1.767]], "gap_ev": 9.290, "smiles": "N#COS(#N)=O"}

=====

Which of them is most stable, and which least? Most stable: version P; least stable: version Q.

=====

Version P
{"formula": "C3H5O3S", "method": "ωB97M-V with the def2-TZVPD basis set", "species": ["C", "C", "C", "O", "O", "S", "O", "H", "H", "H", "H", "H"], "xyz": [[0.755, 0.932, 0.499], [0.407, -0.542, 0.332], [0.087, -0.826, -1.136], [0.945, -1.322, -1.845], [-1.130, -0.510, -1.608], [-2.421, 0.042, -0.431], [-1.981, 0.181, 1.027], [0.985, 1.269, 1.552], [-0.088, 1.458, 0.148], [1.618, 1.168, -0.129], [-0.497, -0.823, 0.863], [1.319, -1.028, 0.727]], "total_charge": -1, "gap_ev": 6.399, "smiles": "CCC(=O)OS[O-]"}

=====

Version Q
{"formula": "C3H5O3S", "method": "ωB97M-V with the def2-TZVPD basis set", "species": ["C", "C", "C", "O", "O", "O", "S", "H", "H", "H", "H", "H"], "xyz": [[0.623, 0.522, -1.015], [-0.338, -0.502, 0.610], [-1.008, 0.866, 0.124], [-2.762, -0.614, -1.327], [-3.073, -0.207, 1.095], [0.978, -0.470, -0.102], [-2.811, 0.402, -0.236], [0.575, 0.180, -2.022], [1.222, 1.385, -0.811], [-0.263, -0.473, 1.700], [-0.968, -1.229, 0.033], [-1.074, 1.747, 0.842]], "total_charge": -1, "gap_ev": 7.163}

=====

Version R
{"formula": "C3H5O3S", "method": "ωB97M-V with the def2-TZVPD basis set", "species": ["C", "C", "C", "O", "O", "O", "S", "H", "H", "H", "H", "H"], "xyz": [[-2.161, 0.205, -0.122], [-1.077, -0.058, 0.590], [1.477, -0.789, -0.226], [2.512, 0.136, -0.437], [0.126, 1.973, -0.664], [1.303, -1.554, 0.688], [0.255, 1.109, 0.638], [-2.921, -0.451, -0.117], [-2.326, 1.101, -0.700], [-1.034, -1.066, 1.217], [1.080, -0.978, -1.345], [2.766, 0.373, 0.479]], "total_charge": -1, "gap_ev": 6.098}

=====

Which of them is most stable, and which least? Most stable: version P; least stable: version Q.

=====

Version P
{"formula": "C3H14N2O2", "method": "ωB97M-V with the def2-TZVPD basis set", "species": ["N", "C", "C", "C", "N", "H", "H", "H", "H", "H", "H", "H", "H", "H", "H", "O", "H", "H", "O", "H", "H"], "xyz": [[1.502, -1.032, -1.292], [1.434, -1.410, 0.105], [1.648, -0.301, 1.164], [0.609, 0.784, 0.875], [0.562, 1.886, 1.840], [1.644, -1.625, -2.072], [2.347, -0.455, -1.287], [1.974, -2.314, 0.425], [0.388, -1.701, 0.301], [1.594, -0.703, 2.169], [2.660, 0.048, 0.913], [-0.351, 0.290, 0.736], [0.714, 1.293, -0.079], [1.155, 2.622, 1.497], [0.658, 1.675, 2.816], [-4.123, -0.703, -1.788], [-4.904, -0.333, -2.210], [-3.472, -0.780, -2.496], [-1.858, 1.063, -0.829], [-2.480, 0.331, -0.855], [-1.702, 1.363, 0.066]], "gap_ev": 9.702, "smiles": "NCCCN.O.O"}

=====

Version Q
{"formula": "C3H14N2O2", "method": "ωB97M-V with the def2-TZVPD basis set", "species": ["N", "C", "C", "C", "N", "H", "H", "H", "H", "H", "H", "H", "H", "H", "H", "O", "H", "H", "O", "H", "H"], "xyz": [[1.074, 2.008, 0.780], [-0.318, 1.712, 0.490], [-0.631, 0.179, 0.628], [-2.022, -0.186, 0.215], [-2.313, -1.624, 0.211], [1.302, 1.861, 1.735], [1.198, 2.996, 0.647], [-0.549, 2.113, -0.578], [-1.070, 2.236, 1.034], [-0.112, -0.388, -0.182], [-0.366, -0.145, 1.645], [-2.224, 0.345, -0.745], [-2.701, 0.537, 0.874], [-2.889, -2.092, -0.454], [-2.012, -2.284, 0.853], [2.294, 0.147, -0.866], [1.683, 0.031, -1.646], [1.824, 0.923, -0.476], [2.331, -2.850, -1.646], [2.489, -2.032, -1.065], [3.012, -3.487, -1.454]], "gap_ev": 9.576, "smiles": "NCCCN.O.O"}

=====

Which of them is most stable, and which least? Most stable: version P; least stable: version Q.

=====

Version P
{"formula": "C3H14N2O2", "method": "ωB97M-V with the def2-TZVPD basis set", "species": ["C", "N", "C", "C", "N", "H", "H", "H", "H", "H", "H", "H", "H", "H", "H", "O", "H", "H", "O", "H", "H"], "xyz": [[-1.974, -0.869, -0.603], [-1.547, -0.406, 0.789], [-0.402, -1.081, 1.455], [1.058, -0.776, 0.953], [1.300, -0.868, -0.458], [-1.071, -1.006, -1.220], [-2.501, -1.731, -0.460], [-2.702, -0.256, -0.939], [-1.674, 0.647, 0.839], [-0.834, -2.247, 1.445], [-0.587, -0.797, 2.486], [1.699, -1.542, 1.441], [1.419, 0.142, 1.355], [0.431, -0.688, -0.966], [1.673, -1.714, -0.689], [1.955, 2.807, -0.568], [2.435, 2.002, -0.592], [1.320, 2.765, 0.153], [-0.245, 1.710, -1.643], [0.669, 1.391, -1.415], [-0.421, 2.517, -1.362]], "gap_ev": 9.000, "smiles": "CNCCN.O.O"}

=====

Version Q
{"formula": "C3H14N2O2", "method": "ωB97M-V with the def2-TZVPD basis set", "species": ["C", "C", "N", "C", "N", "H", "H", "H", "H", "H", "H", "H", "H", "H", "H", "O", "H", "H", "O", "H", "H"], "xyz": [[-1.087, -0.210, 2.862], [-0.280, 0.223, 1.617], [-0.852, -0.266, 0.347], [-0.446, 0.547, -0.740], [-0.636, -0.030, -2.130], [-2.075, 0.234, 2.875], [-0.572, 0.058, 3.779], [-1.097, -1.300, 2.810], [-0.237, 1.317, 1.592], [0.699, -0.227, 1.769], [-1.849, -0.176, 0.515], [0.645, 0.717, -0.689], [-0.874, 1.560, -0.724], [-0.539, -1.035, -2.056], [0.233, 0.279, -2.567], [2.239, 1.855, -3.320], [2.139, 1.902, -2.368], [2.233, 2.756, -3.616], [0.439, -2.876, 0.001], [1.192, -3.292, 0.415], [0.726, -2.037, -0.371]], "gap_ev": 9.839, "smiles": "CCNCN.O.O"}

=====

Version R
{"formula": "C3H14N2O2", "method": "ωB97M-V with the def2-TZVPD basis set", "species": ["N", "C", "C", "C", "N", "H", "H", "H", "H", "H", "H", "H", "H", "H", "H", "O", "H", "H", "O", "H", "H"], "xyz": [[-2.084, -1.626, 0.778], [-1.042, -0.910, 0.011], [-1.388, 0.558, -0.274], [-0.363, 1.695, -0.281], [1.015, 1.400, 0.078], [-2.942, -1.102, 0.640], [-1.958, -1.513, 1.778], [-0.066, -1.027, 0.485], [-0.946, -1.495, -0.905], [-2.271, 0.806, 0.324], [-1.923, 0.544, -1.234], [-0.396, 2.312, -1.173], [-0.636, 2.318, 0.567], [1.729, 1.158, -0.597], [1.167, 0.763, 0.805], [1.782, -1.452, 1.859], [1.313, -2.291, 1.812], [2.215, -1.449, 2.705], [2.461, 0.800, -2.545], [2.789, -0.106, -2.505], [1.543, 0.618, -2.328]], "gap_ev": 9.155, "smiles": "NCCCN.O.O"}

=====

Version S
{"formula": "C3H14N2O2", "method": "ωB97M-V with the def2-TZVPD basis set", "species": ["N", "C", "C", "C", "N", "H", "H", "H", "H", "H", "H", "H", "H", "H", "H", "O", "H", "H", "O", "H", "H"], "xyz": [[0.080, -0.303, -2.347], [-0.098, 0.636, -1.288], [-0.328, 0.033, 0.159], [0.141, 1.038, 1.248], [-0.621, 0.852, 2.582], [0.312, 0.207, -3.200], [0.877, -0.868, -2.281], [-0.869, 1.358, -1.463], [0.793, 1.373, -1.197], [-1.334, -0.551, 0.332], [0.232, -0.857, 0.338], [0.154, 2.159, 1.202], [1.212, 0.854, 1.337], [0.010, 0.651, 3.365], [-1.170, -0.088, 2.408], [2.549, -0.261, -3.953], [2.309, -0.876, -4.665], [2.184, 0.667, -4.162], [-2.484, -1.803, 3.792], [-1.653, -1.454, 4.149], [-2.296, -2.767, 3.644]], "gap_ev": 9.656, "smiles": "NCCCN.O.O"}

=====

Which of them is most stable, and which least? Most stable: version Q; least stable: version P.

=====

Version P
{"formula": "C4H6NO", "method": "ωB97M-V with the def2-TZVPD basis set", "species": ["C", "C", "C", "C", "N", "O", "H", "H", "H", "H", "H", "H"], "xyz": [[-0.605, -0.140, -1.862], [-0.489, 0.183, -0.580], [0.225, 1.116, 0.376], [-0.462, -0.212, 0.776], [0.634, -1.218, 1.018], [1.310, -0.865, 2.168], [-1.086, -1.000, -2.059], [-0.345, 0.615, -2.577], [1.230, 1.174, 0.468], [-0.239, 2.026, 0.639], [-1.414, -0.390, 1.390], [1.240, -1.289, 0.244]], "total_charge": -1, "gap_ev": [5.306, 5.305], "smiles": "C=C1C[C@@H]1N[O-]"}

=====

Version Q
{"formula": "C4H6NO", "method": "ωB97M-V with the def2-TZVPD basis set", "species": ["C", "C", "C", "C", "N", "O", "H", "H", "H", "H", "H", "H"], "xyz": [[-1.208, -0.735, -0.482], [-1.097, -0.750, -1.662], [-1.342, -0.657, 1.003], [1.187, 2.118, -0.248], [0.501, 2.466, 0.784], [0.597, 1.646, 1.817], [0.845, 2.701, -1.097], [-0.670, -0.611, -2.563], [-0.888, -1.607, 1.325], [-0.717, 0.245, 1.342], [2.006, 1.422, -0.311], [-2.401, -0.555, 1.330]], "total_charge": -1, "gap_ev": 6.547}

=====

Which of them is most stable, and which least? Most stable: version Q; least stable: version P.

=====

Version P
{"formula": "C14H17BaN3", "method": "ωB97M-V with the def2-TZVPD basis set", "species": ["C", "C", "H", "H", "H", "H", "H", "H", "C", "C", "C", "C", "H", "H", "H", "H", "N", "C", "C", "N", "C", "C", "C", "H", "H", "C", "H", "H", "Ba", "C", "H", "H", "H", "N", "C"], "xyz": [[-0.221, 1.506, 1.497], [-0.321, -1.416, 1.572], [0.783, 1.825, 1.708], [-0.780, 1.082, 2.411], [-0.853, 2.234, 1.000], [0.063, -2.318, 1.136], [0.479, -1.124, 2.444], [-1.311, -1.394, 1.887], [0.491, 2.681, -1.603], [0.847, 3.446, -2.685], [1.078, 2.835, -3.911], [0.946, 1.456, -4.019], [0.313, 3.074, -0.616], [0.948, 4.520, -2.556], [1.369, 3.420, -4.782], [1.138, 0.956, -4.962], [0.372, 1.428, -1.810], [0.586, 0.705, -2.929], [0.453, -0.754, -2.945], [0.186, -1.456, -1.822], [0.055, -2.716, -1.657], [0.476, -2.906, -3.999], [0.203, -3.501, -2.774], [-0.153, -3.100, -0.674], [0.102, -4.577, -2.672], [0.597, -1.524, -4.071], [0.806, -1.037, -5.017], [0.596, -3.507, -4.899], [0.140, -0.014, -0.193], [-2.142, 0.035, -0.187], [-2.416, -1.010, -0.297], [-2.314, 0.608, -1.102], [-2.542, 0.499, 0.691], [0.009, 0.011, 3.444], [0.019, 0.034, 2.031]], "gap_ev": 4.558}

=====

Version Q
{"formula": "C14H17BaN3", "method": "ωB97M-V with the def2-TZVPD basis set", "species": ["C", "C", "H", "H", "H", "H", "H", "H", "C", "C", "C", "C", "H", "H", "H", "H", "N", "C", "C", "N", "C", "C", "C", "H", "H", "C", "H", "H", "Ba", "C", "H", "H", "H", "N", "C"], "xyz": [[1.317, -1.341, 3.273], [-0.889, -0.304, 3.499], [2.037, -1.791, 2.575], [0.958, -2.113, 3.966], [1.845, -0.574, 3.866], [-1.794, 0.045, 2.990], [-1.159, -1.157, 4.137], [-0.510, 0.501, 4.141], [2.540, -0.171, -2.432], [3.348, 0.038, -3.543], [2.853, 0.820, -4.590], [1.577, 1.377, -4.498], [2.882, -0.715, -1.542], [4.348, -0.393, -3.574], [3.455, 1.005, -5.478], [1.157, 2.004, -5.284], [1.276, 0.307, -2.379], [0.789, 1.116, -3.369], [-0.605, 1.601, -3.209], [-1.372, 1.001, -2.244], [-2.648, 1.409, -2.042], [-2.501, 2.936, -3.886], [-3.246, 2.372, -2.847], [-3.168, 0.919, -1.211], [-4.275, 2.662, -2.648], [-1.168, 2.565, -4.055], [-0.543, 3.001, -4.835], [-2.952, 3.662, -4.558], [-0.442, -1.233, -1.406], [0.025, 0.793, 0.578], [-0.957, 0.923, 0.076], [0.818, 0.898, -0.189], [0.120, 1.652, 1.275], [0.126, -0.560, 1.227], [0.168, -0.719, 2.508]], "gap_ev": [2.848, 2.842]}

=====

Which of them is most stable, and which least? Most stable: version Q; least stable: version P.

=====

Version P
{"formula": "C4H8O4", "method": "ωB97M-V with the def2-TZVPD basis set", "species": ["C", "C", "O", "O", "H", "H", "H", "H", "C", "C", "O", "O", "H", "H", "H", "H"], "xyz": [[3.755, 0.844, -0.119], [3.184, -0.522, -0.189], [2.170, -0.832, -0.769], [3.922, -1.452, 0.492], [3.186, 1.526, -0.724], [3.685, 1.188, 0.924], [4.792, 0.828, -0.446], [3.414, -2.268, 0.415], [-2.976, 0.868, -0.008], [-3.692, -0.362, -0.255], [-3.725, -1.124, -1.227], [-4.384, -0.801, 0.939], [-2.092, 1.005, -0.718], [-3.828, 1.698, -0.094], [-2.572, 0.941, 1.095], [-4.840, -1.537, 0.682]], "gap_ev": 11.239, "smiles": "CC(=O)O.CC(=O)O"}

=====

Version Q
{"formula": "C4H8O4", "method": "ωB97M-V with the def2-TZVPD basis set", "species": ["C", "O", "H", "H", "H", "H", "C", "C", "C", "O", "O", "O", "H", "H", "H", "H"], "xyz": [[2.041, -1.366, 0.049], [0.897, -0.718, 0.646], [-0.279, -0.723, 0.051], [1.987, -1.285, -1.036], [2.957, -0.902, 0.412], [2.006, -2.407, 0.366], [-2.482, 0.348, 0.254], [0.631, 0.801, 0.375], [-1.269, 0.044, -0.586], [1.404, 1.150, -0.672], [0.265, 1.497, 1.273], [-1.193, 0.215, -1.777], [1.362, 2.112, -0.766], [-2.183, 0.906, 1.142], [-3.214, 0.917, -0.320], [-2.930, -0.590, 0.590]], "gap_ev": 8.368}

=====

Which of them is most stable, and which least? Most stable: version P; least stable: version Q.